(1)
# C7H6NO2

C7H6NO2 as an isolated structure in a non-equilibrium geometry (ωB97M-V/def2-TZVPD, OMol25).

```
16
Properties=species:S:1:pos:R:3:forces:R:3:nbo_charge:R:1
C 0.346913 -1.432413 1.215269 -0.4 0.4 -2.1 0.3096
C -0.977286 1.010226 2.109633 -0.7 -0.3 1.2 -0.5069
C -1.005878 0.834784 0.816035 2.0 -1.2 -1.7 0.0604
C -1.518270 1.753146 -0.294130 -0.5 -1.2 0.0 0.6784
C 0.083386 -0.698011 -1.283990 -2.4 1.8 -1.6 -0.4204
C 1.314565 -0.072153 -0.718102 1.5 0.1 0.2 -0.4214
C 0.205951 -0.530738 0.153175 -2.7 3.3 2.5 -0.1880
N 0.361289 -2.178636 2.067890 0.3 -1.6 2.1 -0.3908
O -2.671235 1.696049 -0.704195 -1.8 -0.7 0.4 -0.7385
O -0.631674 2.436046 -0.767899 2.7 1.6 -0.7 -0.7468
H -0.409994 0.247270 2.594415 0.3 -0.2 1.0 0.1922
H -1.572458 1.689701 2.770203 0.5 -0.4 -1.1 0.2081
H -0.681696 0.107843 -1.681405 1.6 -1.9 0.4 0.2679
H -0.024557 -1.676407 -1.725328 0.5 -0.1 -0.1 0.2176
H 2.301810 -0.630453 -0.728034 -1.4 0.7 0.2 0.2062
H 1.336914 1.017682 -0.656047 0.3 -0.2 -0.8 0.2724
```
Forces are in eV/Å.

Output
Calculated total energy ... -475.5204 Eh
LUMO ... 3.747 eV
HOMO level ... -0.167 hartree
Charge ... -1
ΔE to the lowest compared entry with this formula, charge and spin ... 38.53 kcal/mol
Kohn-Sham gap ... 8.30 eV

---

(2)
# C7H6NO7P2ReS6Sb

C7H6NO7P2ReS6Sb as an isolated structure (ωB97M-V/def2-TZVPD, OMol25).

```
31
Properties=species:S:1:pos:R:3:forces:R:3:nbo_charge:R:1
Re 0.644404 0.407950 -0.080121 0.0 -0.1 0.2 0.8477
O 0.332271 -2.889133 2.582087 -0.1 0.1 -0.2 -0.9584
P 0.298614 -1.331564 2.513275 0.4 0.2 0.2 2.6126
O 1.627838 -0.736472 2.828437 -0.2 -0.3 0.5 -1.0616
O -0.203750 -0.891452 1.078618 0.0 -0.1 -0.1 -0.9915
O -0.806925 -0.919749 3.554634 -0.2 0.0 -0.2 -1.0672
P -1.353890 0.565150 3.966670 0.1 -0.2 -0.2 2.5773
O -0.655080 0.814873 5.352027 0.0 0.0 0.0 -0.9771
O -2.802437 0.664824 3.920487 0.0 0.0 0.0 -1.0570
O -0.527239 1.448242 2.967748 0.0 0.0 0.2 -1.2008
H -0.069347 -3.367093 1.845141 -0.1 0.0 0.1 0.5384
H -1.245922 0.684903 6.106314 0.0 0.0 0.0 0.5352
S 2.148816 -1.328126 -1.102033 0.0 0.1 0.1 0.0042
C 2.107485 -0.121375 -2.317778 0.0 -0.1 0.0 -0.1025
N 1.484841 0.978186 -1.939292 -0.3 0.1 0.1 -0.5838
C 1.480823 1.969799 -2.932061 0.0 -0.1 0.1 0.1851
C 0.962691 3.257855 -2.854903 0.0 -0.1 0.0 -0.2377
C 1.094455 4.078654 -3.956815 0.0 0.0 -0.1 -0.1807
C 1.733476 3.637294 -5.119514 0.0 0.1 0.0 -0.1912
C 2.263719 2.365850 -5.198432 0.0 -0.1 0.1 -0.1835
C 2.131962 1.537039 -4.088928 0.0 0.0 -0.1 -0.2431
S 2.736381 -0.093546 -3.904175 0.0 0.0 0.0 0.5256
H 0.478503 3.600243 -1.952879 0.0 0.0 0.0 0.2314
H 0.699622 5.084637 -3.919223 0.0 0.0 0.0 0.2318
H 1.817978 4.303267 -5.967009 0.0 0.0 0.0 0.2357
H 2.769100 2.022515 -6.090556 0.0 0.0 0.0 0.2380
S 1.382989 3.739066 1.797422 -0.1 0.2 -0.1 -0.2817
Sb -0.989096 3.137171 2.041727 0.0 0.0 0.0 1.4170
S 2.275086 0.615731 1.262689 0.3 0.5 -0.4 0.5359
S -0.907415 2.078132 -0.131569 0.0 0.0 -0.2 -0.4821
S 2.325170 2.174424 2.652853 0.1 -0.2 -0.1 0.0837
```
Forces are in eV/Å.

Output
Calculated total energy ... -4242.2803 Eh
LUMO (alpha / beta) ... -5.472 / -5.460 eV
HOMO level (alpha / beta) ... -0.429 / -0.428 hartree
Charge ... +1
ΔE to the lowest compared entry with this formula, charge and spin ... 8.76 kcal/mol
Kohn-Sham gap (alpha / beta) ... 6.20 / 6.19 eV

---

(3)
# C7H6NP

C7H6NP as an isolated structure in a non-equilibrium geometry (ωB97M-V/def2-TZVPD, OMol25).

```
15
Properties=species:S:1:pos:R:3:forces:R:3:nbo_charge:R:1
C 0.885150 -1.364126 0.820248 -0.1 0.1 -0.1 -0.1805
C 0.021619 -0.657960 1.647696 0.1 -0.2 0.1 -0.1982
C 1.168655 -0.890383 -0.453904 0.1 -0.2 0.1 -0.2086
C -0.558283 0.513462 1.215874 0.0 0.4 -0.4 -0.1410
C 0.600519 0.278964 -0.908946 -0.3 0.4 0.2 -0.1406
C -0.270697 1.001654 -0.073197 1.1 -1.6 0.7 -0.2163
C -0.822051 2.196637 -0.495678 -3.6 2.7 -1.8 0.3953
N -1.211594 3.310741 -0.780805 2.1 -0.5 0.9 -0.4950
P -2.906663 2.730727 -1.376314 0.4 -0.9 0.6 0.1291
H 1.333616 -2.282825 1.164270 0.0 -0.1 0.0 0.2206
H -0.201872 -1.029880 2.636436 0.0 0.0 0.1 0.2225
H 1.840588 -1.441684 -1.094265 0.0 0.0 -0.1 0.2234
H -1.236069 1.068285 1.847538 0.0 0.0 0.0 0.2294
H 0.816078 0.653830 -1.897946 0.0 0.0 -0.1 0.2277
H -2.456574 2.614679 -2.702091 0.1 -0.1 -0.3 -0.0678
```
Forces are in eV/Å.

Output
Calculated total energy ... -666.3442 Eh
LUMO (alpha / beta) ... -0.675 / -0.674 eV
HOMO level (alpha / beta) ... -0.256 / -0.256 hartree
ΔE to the lowest compared entry with this formula, charge and spin ... 21.87 kcal/mol
Kohn-Sham gap (alpha / beta) ... 6.30 / 6.30 eV

---

(4)
# C7H6O

C7H6O as an isolated structure in a non-equilibrium geometry (ωB97M-V/def2-TZVPD, OMol25).

```
14
Properties=species:S:1:pos:R:3:forces:R:3:nbo_charge:R:1
C 1.519698 -1.846869 1.171339 -1.8 2.7 -3.2 -0.1811
C 0.589861 -1.228534 0.494690 6.3 -4.9 5.2 -0.0477
C -0.086604 -0.071748 0.001570 -0.3 2.5 1.3 0.0314
C -1.450311 -0.032551 -0.675537 -4.6 -2.1 -0.3 -0.3944
C -0.570479 -0.071132 -1.912995 -4.1 -0.5 -4.1 -0.0944
C -0.144921 0.972449 1.057428 2.0 3.9 2.8 -0.0043
C -0.003377 1.928256 1.874915 -2.3 -3.2 -1.3 -0.2220
H 2.638154 -2.242477 1.557800 -4.1 1.0 -1.3 0.2963
H -2.074737 1.033182 -0.730550 2.0 -2.9 1.1 0.2461
H -2.383523 -1.003662 -0.436869 3.3 3.1 -0.7 0.2263
H -0.439300 -1.081109 -2.468714 -0.6 1.7 0.6 0.1844
H -1.128284 0.782468 -2.482059 2.1 -1.6 -0.5 0.1775
H -0.410253 2.537078 2.751118 1.2 -0.9 -1.9 0.2611
O 0.584344 0.259412 -1.282398 1.0 1.0 2.4 -0.4792
```
Forces are in eV/Å.

Output
Calculated total energy ... -345.2410 Eh
LUMO ... 0.564 eV
HOMO level ... -0.359 hartree
ΔE to the lowest compared entry with this formula, charge and spin ... 178.37 kcal/mol
Kohn-Sham gap ... 10.35 eV